# 1
{"formula": "C40H41O11PS2Ti", "method": "ωB97M-V with the def2-TZVPD basis set", "species": ["Ti", "O", "C", "C", "C", "C", "C", "C", "C", "P", "C", "C", "C", "C", "C", "C", "C", "C", "C", "C", "C", "C", "H", "H", "H", "H", "H", "H", "H", "H", "H", "H", "H", "H", "H", "H", "C", "C", "C", "O", "C", "O", "O", "H", "H", "H", "H", "H", "H", "H", "O", "C", "C", "O", "C", "C", "O", "C", "O", "O", "C", "C", "S", "O", "C", "C", "H", "H", "H", "H", "H", "H", "H", "H", "H", "H", "C", "C", "C", "C", "C", "C", "C", "S", "C", "O", "H", "H", "H", "H", "H", "H", "H", "H", "H", "H"], "positions_angstrom": [[-0.254, -0.431, 0.094], [1.452, -0.765, 1.576], [1.347, 0.563, 1.423], [2.254, 1.219, 2.152], [3.720, 1.064, 2.246], [4.440, 2.026, 2.786], [3.988, 3.114, 3.608], [2.669, 3.382, 3.290], [1.819, 2.594, 2.559], [0.200, 2.922, 2.013], [-1.089, 1.802, 2.847], [-0.944, 1.099, 4.079], [-2.035, 0.497, 4.749], [-3.308, 0.587, 4.229], [-3.489, 1.434, 3.168], [-2.409, 2.146, 2.549], [-0.142, 4.478, 3.011], [-0.064, 5.638, 2.351], [-0.641, 6.866, 2.709], [-1.264, 6.911, 3.951], [-1.411, 5.692, 4.726], [-0.742, 4.509, 4.277], [4.032, 0.187, 1.767], [5.485, 1.586, 2.926], [4.611, 3.398, 4.638], [2.150, 4.104, 4.073], [0.116, 1.146, 4.536], [-1.705, -0.115, 5.687], [-4.175, 0.075, 4.680], [-4.468, 1.602, 2.645], [-2.689, 2.665, 1.683], [0.422, 5.657, 1.366], [-0.635, 7.762, 2.213], [-1.997, 7.711, 4.291], [-2.021, 5.646, 5.589], [-1.065, 3.668, 4.898], [-0.540, -3.424, 2.691], [-1.537, -2.662, 1.859], [-3.034, -2.801, 2.287], [-1.119, -1.313, 1.992], [-1.152, -3.250, 0.396], [-1.370, -4.404, 0.069], [-0.457, -2.407, -0.300], [-0.549, -3.081, 3.802], [0.541, -3.094, 2.331], [-0.711, -4.556, 2.825], [-3.087, -3.180, 3.506], [-3.535, -3.768, 1.797], [-3.679, -1.808, 2.049], [-1.906, -0.846, 2.104], [-4.035, 3.861, -2.066], [-3.419, 2.785, -1.923], [-3.682, 1.810, -0.690], [-4.629, 2.095, 0.132], [-2.565, 0.920, -0.709], [-1.561, 1.284, -1.595], [-0.433, 0.880, -1.472], [-1.985, 2.394, -2.564], [-1.360, 2.900, -3.411], [-2.250, -0.022, 0.161], [-2.706, -2.093, -2.677], [-2.728, -2.625, -4.102], [-3.381, -4.269, -4.074], [-3.215, -4.798, -5.520], [-2.070, -5.323, -3.031], [-0.682, -5.405, -3.771], [-3.690, -1.999, -2.170], [-2.268, -1.118, -2.674], [-2.130, -2.781, -2.006], [-1.874, -2.789, -4.686], [-3.394, -2.018, -4.726], [-2.463, -6.322, -3.110], [-2.068, -4.967, -1.976], [-0.904, -5.378, -4.806], [-0.259, -6.397, -3.663], [-0.110, -4.496, -3.448], [6.132, -2.791, -5.445], [5.081, -2.042, -4.692], [3.974, -1.440, -5.331], [3.015, -0.657, -4.528], [3.216, -0.561, -3.155], [4.274, -1.159, -2.562], [5.128, -1.955, -3.308], [1.772, 0.078, -2.303], [2.473, 1.709, -1.911], [1.741, -0.574, -0.949], [6.901, -2.100, -5.761], [5.739, -3.382, -6.243], [6.647, -3.521, -4.865], [3.792, -1.431, -6.393], [2.227, -0.289, -5.055], [4.295, -1.201, -1.517], [5.924, -2.520, -2.837], [2.994, 1.417, -0.949], [1.423, 2.274, -1.670], [3.090, 2.167, -2.743]], "atomic_forces_ev_per_a": [[2.8, -0.6, 3.1], [-1.4, 1.1, -2.1], [-1.9, -5.3, -0.3], [2.5, 5.9, 0.9], [-4.8, -0.5, -0.9], [4.5, -1.0, 2.7], [1.5, -0.7, 0.7], [-1.8, 2.5, 4.5], [1.4, -2.7, -0.4], [-1.7, 0.6, -0.1], [-0.2, 1.6, 2.0], [1.4, 0.4, 0.2], [3.1, -0.9, 1.4], [-0.9, -0.2, 0.5], [-0.3, 1.6, -2.0], [-0.5, -3.1, 0.7], [-0.7, -2.2, 1.5], [0.6, 3.1, -2.9], [-0.1, -2.2, 3.4], [-2.6, -1.5, 1.6], [2.6, 0.5, -2.7], [-2.5, 1.5, 1.0], [1.2, -1.1, -0.4], [-0.7, 1.4, -0.2], [-1.9, -0.3, -3.2], [0.9, -0.8, -2.1], [-1.8, -0.7, -0.7], [-1.2, 1.1, -1.7], [0.6, 0.2, -0.2], [0.8, -0.3, 0.9], [-0.1, 1.1, -1.0], [-0.2, -0.3, 0.2], [0.4, 1.7, -1.9], [1.4, -0.5, -0.7], [-0.4, 0.1, 0.8], [0.8, -0.3, -0.6], [2.1, -0.7, 2.9], [-0.2, -1.5, -0.7], [-1.4, -1.8, 1.5], [1.4, -1.2, -0.6], [0.3, 1.7, 0.3], [-0.6, -0.1, 0.3], [-0.4, -0.5, 0.0], [-0.2, -0.1, -1.7], [-2.2, -1.1, 0.6], [0.4, 1.7, -1.0], [0.1, 1.7, -3.2], [1.1, 2.3, 0.6], [1.5, -2.5, 0.7], [-2.0, 1.9, 0.3], [1.7, -3.1, -0.2], [-0.5, 2.3, 0.7], [-2.7, 2.7, 0.4], [3.1, -1.7, -2.5], [-0.6, -1.0, 1.4], [-4.6, 3.7, -1.9], [4.1, -1.9, 0.4], [-2.9, -2.0, 4.0], [1.4, 1.3, -2.3], [-0.2, 0.8, -0.7], [0.5, -1.1, 1.0], [-1.7, 0.1, 0.8], [0.2, -2.7, -1.0], [-0.2, 0.7, 1.7], [0.4, 1.1, -1.0], [-1.4, 1.6, 1.6], [0.3, -0.1, -0.8], [0.5, 0.6, 0.2], [-0.2, 0.9, -0.6], [2.0, 0.4, -0.3], [-0.2, -0.4, 0.0], [-0.9, -0.2, 0.1], [0.2, -0.2, -0.8], [-0.2, 0.5, -1.3], [0.6, 0.2, 0.8], [0.2, -1.3, -0.4], [0.0, 0.3, 0.2], [-1.6, 0.2, -0.5], [-0.9, 1.9, 2.3], [4.7, -3.1, -0.5], [-1.9, 0.4, -1.5], [0.5, -1.4, -0.4], [0.8, 0.3, 0.0], [1.2, 0.5, -0.7], [-2.3, 0.7, 0.7], [-0.2, -0.3, -0.6], [0.2, 0.2, -0.6], [-0.4, 0.1, -1.0], [0.3, -0.5, 1.0], [0.2, -0.3, -0.2], [-2.4, 1.2, -0.9], [0.2, 0.1, 1.5], [0.0, 0.1, 0.3], [-0.2, 0.9, -1.0], [3.0, -0.8, -0.4], [-0.8, -0.6, 1.1]], "total_charge": -2, "e_tot_ev": -118736.655, "e_above_lowest_ev": 7.8219, "multiplicity": 3, "molar_mass_g_mol": 840.73, "homo_lumo_gap_ev": [3.54, 5.73], "lumo_ev": [3.58, 3.58]}



# 2
{"formula": "C40H42Cl3N4ORuSSi2", "method": "ωB97M-V with the def2-TZVPD basis set", "species": ["Ru", "C", "Si", "C", "C", "C", "C", "C", "C", "C", "Si", "C", "C", "H", "H", "H", "H", "H", "H", "H", "H", "H", "H", "H", "H", "H", "H", "H", "H", "C", "C", "C", "C", "C", "N", "H", "H", "H", "H", "H", "H", "H", "H", "H", "N", "C", "C", "C", "C", "C", "C", "C", "C", "C", "H", "H", "H", "H", "Cl", "C", "C", "C", "C", "C", "C", "N", "C", "C", "N", "C", "O", "C", "C", "C", "Cl", "S", "C", "C", "C", "Cl", "C", "H", "H", "H", "H", "H", "H", "H", "H", "H", "H", "H", "H", "H"], "positions_angstrom": [[-0.015, -0.067, 0.362], [3.353, -0.615, 1.427], [2.357, 0.032, -0.010], [3.080, -0.755, -1.525], [2.754, 1.872, -0.107], [4.091, 2.306, -0.123], [4.414, 3.657, -0.139], [3.398, 4.610, -0.139], [2.071, 4.197, -0.135], [1.728, 2.834, -0.119], [-0.076, 2.304, -0.102], [-0.856, 3.082, -1.599], [-0.862, 3.149, 1.364], [4.353, -0.155, 1.422], [3.491, -1.706, 1.382], [2.860, -0.368, 2.372], [4.168, -0.609, -1.482], [2.703, -0.297, -2.447], [2.875, -1.834, -1.565], [4.900, 1.575, -0.121], [5.454, 3.970, -0.146], [3.642, 5.669, -0.138], [1.287, 4.956, -0.135], [-0.741, 4.167, -1.489], [-1.930, 2.855, -1.680], [-0.368, 2.773, -2.532], [-0.718, 4.240, 1.304], [-0.410, 2.782, 2.287], [-1.944, 2.952, 1.408], [-5.153, -1.076, 0.793], [-4.677, 0.069, -0.120], [-5.440, 0.043, -1.452], [-4.845, 1.429, 0.577], [-3.232, -0.131, -0.382], [-2.114, -0.269, -0.518], [-6.221, -0.950, 0.992], [-4.612, -1.073, 1.742], [-5.004, -2.047, 0.307], [-6.511, 0.125, -1.245], [-5.264, -0.892, -1.989], [-5.142, 0.876, -2.092], [-5.909, 1.609, 0.739], [-4.443, 2.237, -0.037], [-4.334, 1.443, 1.542], [-1.004, -1.092, 10.284], [-0.871, -0.973, 9.148], [-0.707, -0.826, 7.708], [-1.276, -1.751, 6.843], [-1.121, -1.611, 5.473], [-0.392, -0.547, 4.941], [0.177, 0.374, 5.819], [0.022, 0.238, 7.191], [-0.229, -0.394, 3.515], [-0.129, -0.259, 2.323], [-1.839, -2.582, 7.247], [-1.568, -2.331, 4.793], [0.747, 1.201, 5.413], [0.463, 0.959, 7.868], [-7.474, -2.283, -1.776], [-6.158, -3.217, -1.144], [-5.015, -3.381, -1.888], [-3.960, -4.104, -1.347], [-4.016, -4.689, -0.088], [-2.880, -5.552, 0.451], [-1.645, -5.645, -0.437], [-0.775, -4.491, -0.246], [0.389, -4.498, 0.500], [0.822, -3.208, 0.516], [-0.050, -2.417, -0.220], [-0.980, -3.219, -0.661], [-2.487, -5.248, 1.771], [-2.318, -3.868, 2.139], [-2.429, -3.763, 3.630], [-1.529, -4.284, 4.505], [-0.047, -5.062, 4.125], [-1.996, -4.081, 6.136], [-3.424, -3.262, 5.678], [-3.531, -3.169, 4.327], [-5.218, -4.547, 0.604], [-5.493, -5.341, 2.118], [-6.273, -3.798, 0.102], [-4.945, -2.953, -2.880], [-3.074, -4.220, -1.955], [-3.270, -6.564, 0.522], [-1.893, -5.777, -1.486], [-1.092, -6.520, -0.124], [0.765, -5.397, 0.968], [1.685, -2.788, 1.015], [-1.827, -2.911, -1.257], [-3.099, -3.253, 1.680], [-1.352, -3.494, 1.807], [-4.108, -2.900, 6.437], [-4.367, -2.690, 3.822], [-7.185, -3.693, 0.679]], "atomic_forces_ev_per_a": [[-1.0, -1.8, -1.3], [0.5, -0.3, 0.3], [-1.3, 1.2, 1.6], [-0.1, -0.4, -0.6], [0.4, 0.5, -0.1], [-0.1, 0.1, -0.1], [0.0, 0.0, 0.0], [-0.1, 0.0, 0.0], [0.1, -0.1, 0.0], [0.4, 0.4, -0.1], [1.3, -0.6, 1.1], [-0.5, -0.3, -0.6], [-0.5, 0.3, 0.3], [-0.2, -0.2, 0.1], [0.0, 0.2, 0.1], [0.1, 0.0, -0.1], [-0.2, 0.0, -0.1], [0.1, -0.1, 0.1], [0.1, 0.2, 0.0], [-0.1, 0.1, 0.0], [-0.1, 0.0, 0.0], [0.0, -0.1, 0.0], [0.1, -0.1, 0.0], [0.0, -0.1, -0.1], [0.2, 0.1, 0.0], [-0.1, 0.1, 0.1], [0.0, -0.2, 0.0], [-0.1, 0.0, 0.0], [0.2, 0.1, 0.1], [0.4, 0.0, -0.1], [0.1, 0.0, 0.1], [0.2, 0.3, 0.0], [0.1, 0.0, 0.0], [-2.2, 0.2, 0.4], [1.4, 0.0, -0.4], [0.1, 0.0, 0.0], [0.0, 0.1, 0.0], [0.2, 0.8, 0.4], [0.2, 0.1, 0.0], [0.0, 0.3, 0.1], [0.0, 0.0, 0.1], [0.0, 0.0, 0.0], [0.0, 0.0, 0.0], [0.0, 0.0, -0.1], [0.0, 0.0, 0.0], [0.1, 0.1, -0.6], [0.0, 0.1, 0.5], [0.3, 1.5, 0.7], [0.1, 0.5, 0.1], [0.0, 0.0, -0.4], [0.1, 0.2, 0.3], [0.2, 0.3, -0.1], [-0.5, -0.4, 2.1], [1.3, 0.9, -2.3], [0.5, 1.7, 0.8], [0.6, 1.3, 0.3], [0.0, 0.0, 0.1], [0.0, 0.0, -0.1], [-0.3, -0.4, 0.0], [-0.5, -0.4, -0.2], [0.3, -0.1, -0.2], [-0.1, 0.1, -0.1], [0.1, -0.1, -0.2], [-0.2, 0.1, 0.1], [0.1, 0.4, 0.1], [0.3, -0.3, -0.5], [-0.2, 0.2, -0.1], [0.0, 0.1, -0.2], [0.9, 0.4, 0.7], [-0.3, -0.1, -0.1], [0.0, 0.2, 0.2], [-0.1, 0.1, 0.2], [-0.7, -0.3, -0.5], [-0.3, -1.1, 0.1], [-0.1, 0.1, 0.0], [-0.9, -3.6, -1.5], [-0.3, -0.4, 0.0], [-0.2, -0.3, -0.4], [-0.4, 0.0, 0.1], [0.1, 0.0, 0.0], [-0.3, -0.5, 0.0], [0.0, 0.0, 0.0], [-0.1, -0.1, 0.0], [-0.2, -0.2, 0.0], [0.0, 0.0, -0.1], [0.2, -0.1, 0.1], [-0.1, 0.2, -0.1], [-0.2, 0.0, -0.1], [0.3, 0.0, 0.2], [0.0, 0.0, 0.0], [0.0, 0.0, 0.1], [0.2, 0.0, -0.2], [0.2, -0.1, 0.1], [0.1, 0.0, 0.0]], "e_tot_ev": -116905.259, "e_above_lowest_ev": 3.4549, "multiplicity": 2, "molar_mass_g_mol": 890.47, "homo_lumo_gap_ev": [7.02, 6.58], "lumo_ev": [-0.15, -0.28]}



# 3
{"formula": "C40H42GeNOP2Pt", "method": "ωB97M-V with the def2-TZVPD basis set", "species": ["Pt", "O", "C", "C", "C", "C", "C", "C", "P", "C", "C", "C", "C", "C", "C", "C", "C", "C", "C", "C", "C", "C", "C", "C", "C", "C", "C", "P", "C", "C", "C", "C", "C", "C", "C", "C", "C", "C", "C", "C", "H", "H", "H", "H", "H", "H", "H", "H", "H", "H", "H", "H", "H", "H", "H", "H", "H", "H", "H", "H", "H", "H", "H", "H", "H", "H", "H", "H", "C", "Ge", "C", "C", "C", "H", "H", "H", "H", "H", "H", "H", "H", "H", "H", "H", "N", "H", "H", "H"], "positions_angstrom": [[0.058, -0.201, 0.154], [2.903, -0.495, 2.116], [2.615, -0.825, 3.414], [3.525, -1.305, 4.335], [3.059, -1.607, 5.607], [1.720, -1.429, 5.948], [0.815, -0.980, 5.004], [1.261, -0.681, 3.710], [0.126, -0.011, 2.491], [-1.468, -0.784, 2.654], [-1.573, -2.077, 3.190], [-2.821, -2.652, 3.353], [-3.962, -1.969, 2.949], [-3.867, -0.703, 2.375], [-2.628, -0.108, 2.234], [0.023, 1.772, 2.693], [-0.952, 2.361, 3.499], [-0.918, 3.732, 3.724], [0.079, 4.508, 3.154], [1.062, 3.922, 2.362], [1.040, 2.558, 2.132], [3.880, 0.331, 1.638], [4.889, 0.949, 2.350], [5.772, 1.750, 1.634], [5.649, 1.938, 0.259], [4.602, 1.353, -0.429], [3.697, 0.543, 0.269], [2.349, -0.331, -0.475], [2.711, -2.078, -0.509], [1.942, -2.996, 0.189], [2.270, -4.342, 0.170], [3.381, -4.765, -0.546], [4.170, -3.847, -1.233], [3.845, -2.502, -1.211], [2.016, 0.306, -2.103], [1.829, -0.562, -3.183], [1.577, -0.045, -4.447], [1.503, 1.328, -4.632], [1.680, 2.202, -3.557], [1.938, 1.696, -2.297], [4.563, -1.451, 4.068], [3.753, -1.983, 6.347], [1.387, -1.640, 6.955], [-0.224, -0.847, 5.276], [-0.688, -2.615, 3.503], [-2.907, -3.634, 3.797], [-4.935, -2.422, 3.087], [-4.762, -0.175, 2.076], [-2.564, 0.898, 1.837], [-1.721, 1.765, 3.973], [-1.668, 4.188, 4.356], [0.100, 5.575, 3.337], [1.851, 4.531, 1.941], [1.826, 2.099, 1.539], [5.002, 0.813, 3.415], [6.583, 2.233, 2.165], [6.370, 2.544, -0.270], [4.492, 1.512, -1.494], [1.097, -2.657, 0.782], [1.673, -5.058, 0.718], [3.646, -5.814, -0.561], [5.043, -4.181, -1.777], [4.474, -1.791, -1.735], [1.884, -1.634, -3.040], [1.449, -0.713, -5.288], [1.316, 1.727, -5.620], [1.638, 3.271, -3.719], [2.118, 2.377, -1.471], [-1.546, -4.022, 0.132], [-1.585, -2.862, -1.425], [-3.362, -2.881, -2.222], [-0.208, -3.247, -2.737], [-1.539, -0.879, -1.006], [-1.639, -5.049, -0.225], [-2.405, -3.814, 0.771], [-0.648, -3.970, 0.735], [-3.509, -3.915, -2.547], [-3.442, -2.237, -3.096], [-4.153, -2.627, -1.519], [-0.356, -4.265, -3.098], [0.809, -3.181, -2.347], [-0.308, -2.577, -3.592], [-2.434, -0.517, -0.490], [-1.469, -0.313, -1.939], [-0.736, 1.631, -0.630], [-0.299, 1.840, -1.530], [-0.482, 2.369, 0.030], [-1.743, 1.649, -0.766]], "atomic_forces_ev_per_a": [[-0.1, -0.1, 0.0], [0.3, -0.2, -0.1], [-0.1, 0.3, -0.1], [-0.1, 0.0, 0.0], [0.0, 0.0, 0.1], [0.1, 0.0, 0.0], [0.0, 0.0, 0.0], [-0.2, -0.2, 0.2], [0.4, 0.1, -0.3], [-0.1, 0.0, 0.1], [0.0, 0.0, 0.0], [0.1, 0.0, 0.0], [-0.1, 0.0, 0.0], [0.0, -0.1, 0.0], [0.1, 0.1, 0.0], [0.1, 0.1, 0.0], [0.1, 0.0, 0.1], [0.0, -0.1, 0.0], [0.0, 0.0, 0.0], [0.0, 0.0, 0.0], [-0.1, 0.0, 0.0], [-0.2, -0.1, 0.2], [0.0, -0.1, -0.1], [0.0, 0.0, 0.0], [0.0, 0.0, 0.0], [0.0, 0.0, 0.0], [0.2, 0.3, -0.1], [-0.5, -0.3, 0.3], [0.3, 0.0, -0.1], [-0.1, -0.1, 0.2], [0.0, 0.0, 0.0], [0.0, 0.0, 0.0], [0.0, 0.0, 0.0], [0.0, 0.0, -0.1], [0.2, 0.0, -0.2], [0.0, 0.0, 0.0], [0.0, 0.0, 0.1], [0.0, 0.0, -0.1], [0.0, 0.0, 0.0], [0.1, 0.0, 0.0], [0.0, 0.0, 0.0], [0.0, 0.0, 0.0], [0.0, 0.0, 0.0], [0.0, 0.0, 0.0], [0.0, 0.0, 0.0], [0.0, 0.0, 0.0], [0.0, 0.0, 0.0], [0.0, 0.0, 0.0], [0.0, 0.0, 0.0], [0.0, 0.0, 0.0], [0.0, 0.0, 0.0], [0.0, 0.0, 0.0], [0.0, 0.0, 0.0], [0.0, 0.0, 0.0], [0.0, 0.0, 0.0], [0.0, 0.0, 0.0], [0.0, 0.0, 0.0], [0.0, 0.0, 0.0], [0.0, 0.0, 0.0], [0.0, 0.0, 0.0], [0.0, 0.0, 0.0], [0.0, 0.0, 0.0], [0.0, 0.0, 0.0], [0.1, 0.1, 0.0], [0.0, 0.0, 0.0], [0.0, 0.0, 0.0], [0.0, 0.0, 0.0], [0.0, 0.0, 0.0], [-0.2, 0.0, 0.0], [0.2, 0.0, 0.2], [-0.1, 0.0, -0.1], [0.1, 0.0, -0.1], [0.1, 0.3, -0.1], [0.0, 0.0, 0.0], [0.0, 0.0, 0.0], [0.1, 0.1, 0.0], [-0.1, 0.0, 0.0], [0.1, 0.0, 0.0], [0.1, 0.0, 0.1], [0.0, 0.0, 0.0], [-0.2, -0.1, 0.1], [0.0, 0.0, 0.0], [0.0, -0.2, 0.0], [-0.1, -0.1, -0.1], [0.0, 0.1, 0.0], [0.0, 0.0, 0.0], [0.0, 0.0, 0.0], [0.0, 0.0, 0.0]], "total_charge": 3, "e_tot_ev": -124013.982, "e_above_lowest_ev": 0.0000, "molar_mass_g_mol": 882.42, "homo_lumo_gap_ev": 6.05, "lumo_ev": -10.43}